Record 1
{"formula": "C8H16OS", "method": "ωB97M-V/def2-TZVPD", "orbital_gap_ha": 0.331, "total_charge": 0, "homo_energy_ev": -8.79, "species": ["C", "C", "C", "C", "C", "C", "C", "C", "O", "S", "H", "H", "H", "H", "H", "H", "H", "H", "H", "H", "H", "H", "H", "H", "H", "H"], "positions_angstrom": [[2.12, -0.16, 0.31], [1.87, -0.08, 1.80], [-3.52, -1.33, 0.48], [1.65, 1.57, -1.61], [-2.46, -0.23, 0.60], [-1.21, -0.48, -0.25], [-0.27, 0.73, -0.36], [1.15, 0.37, -0.88], [4.14, -0.88, -1.30], [3.68, -0.68, 0.08], [2.76, 0.10, 2.46], [1.05, 0.67, 1.97], [1.40, -1.07, 2.06], [-3.14, -2.18, 1.16], [-3.59, -1.77, -0.60], [-4.52, -0.96, 0.49], [1.55, 2.39, -1.03], [2.80, 1.49, -1.89], [1.03, 1.73, -2.49], [-2.78, 0.77, 0.45], [-2.11, -0.25, 1.71], [-0.67, -1.38, 0.17], [-1.49, -0.63, -1.25], [-0.45, 1.60, -0.95], [-0.04, 1.17, 0.56], [1.06, -0.50, -1.68]]}



Record 2
{"formula": "C8H17AlBF4N4O4PS2", "method": "ωB97M-V/def2-TZVPD", "orbital_gap_ha": [0.274, 0.321], "s2": 0.76, "total_charge": 1, "multiplicity": 2, "homo_energy_ev": [-10.64, -11.94], "species": ["Al", "C", "C", "O", "P", "S", "S", "O", "C", "C", "H", "H", "H", "H", "H", "H", "H", "H", "H", "H", "O", "N", "C", "N", "C", "C", "O", "N", "C", "N", "H", "H", "H", "H", "H", "H", "H", "F", "B", "F", "F", "F"], "positions_angstrom": [[8.95, 7.33, 11.04], [4.64, 4.52, 14.55], [6.16, 4.53, 14.67], [6.58, 5.91, 14.49], [7.81, 6.30, 13.61], [7.64, 8.49, 13.77], [7.52, 5.59, 11.71], [9.12, 5.72, 14.26], [10.46, 5.51, 13.68], [10.94, 4.19, 14.21], [4.25, 3.50, 14.70], [4.33, 4.86, 13.56], [4.17, 5.18, 15.32], [6.62, 3.88, 13.91], [6.49, 4.21, 15.66], [11.07, 6.37, 14.02], [10.40, 5.52, 12.60], [10.93, 4.16, 15.31], [11.97, 4.05, 13.86], [10.32, 3.36, 13.84], [7.06, 9.77, 11.46], [7.66, 8.76, 11.88], [8.02, 9.01, 5.85], [8.47, 8.42, 7.10], [9.38, 7.25, 7.22], [9.37, 7.09, 8.73], [9.91, 6.29, 9.53], [8.56, 8.05, 9.28], [8.01, 8.78, 8.29], [7.13, 9.73, 8.49], [8.79, 8.87, 5.09], [7.88, 10.09, 5.98], [7.07, 8.57, 5.48], [10.38, 7.47, 6.82], [8.99, 6.37, 6.67], [6.87, 9.95, 9.46], [6.59, 10.10, 7.72], [10.34, 7.95, 11.84], [12.10, 8.41, 11.13], [11.69, 8.69, 9.89], [12.49, 9.46, 11.86], [12.77, 7.28, 11.33]]}



Record 3
{"formula": "C8H17AlF6NO11S4", "method": "ωB97M-V/def2-TZVPD", "orbital_gap_ha": 0.122, "total_charge": 1, "homo_energy_ev": -13.52, "species": ["Al", "C", "F", "F", "F", "S", "O", "O", "N", "S", "O", "O", "C", "F", "F", "F", "O", "H", "O", "S", "O", "O", "C", "C", "C", "H", "H", "H", "H", "H", "H", "H", "H", "O", "S", "O", "O", "C", "C", "C", "H", "H", "H", "H", "H", "H", "H", "H"], "positions_angstrom": [[-2.27, 0.53, -0.45], [0.95, 1.43, -4.12], [1.98, 0.70, -3.64], [1.39, 2.22, -5.16], [-0.05, 0.59, -4.54], [0.30, 2.53, -2.70], [1.03, 3.78, -2.63], [-1.10, 2.64, -3.05], [0.37, 1.43, -1.33], [1.69, 1.79, -0.58], [2.91, 2.12, -1.32], [1.42, 2.69, 0.54], [2.12, 0.07, 0.30], [2.85, 0.34, 1.36], [1.04, -0.69, 0.60], [2.87, -0.67, -0.52], [-3.99, -0.54, 1.55], [-4.15, -0.42, 2.50], [-0.94, -1.50, -2.16], [-0.26, -2.64, -2.70], [-0.52, -3.22, -4.04], [1.37, -2.24, -2.66], [2.29, -3.14, -3.30], [3.41, -2.43, -3.90], [-0.15, -4.02, -1.39], [1.81, -3.88, -3.93], [2.80, -3.73, -2.54], [3.73, -1.49, -3.45], [3.16, -2.05, -4.89], [4.32, -3.00, -4.09], [0.33, -3.69, -0.48], [0.51, -4.71, -1.91], [-1.13, -4.47, -1.21], [0.74, 0.88, 3.80], [-0.57, 1.37, 3.48], [-1.15, 1.07, 2.16], [-1.65, 0.91, 4.67], [-3.01, 1.35, 4.56], [-3.83, 0.77, 5.71], [-0.54, 3.20, 3.75], [-3.50, 1.11, 3.62], [-3.02, 2.44, 4.60], [-3.53, 1.16, 6.68], [-3.74, -0.32, 5.73], [-4.89, 1.00, 5.65], [0.40, 3.53, 3.31], [-0.41, 3.47, 4.80], [-1.38, 3.74, 3.33]]}



Record 4
{"formula": "C8H17BFMgN2O4P", "method": "ωB97M-V/def2-TZVPD", "orbital_gap_ha": 0.154, "total_charge": 2, "homo_energy_ev": -15.89, "species": ["C", "B", "O", "C", "C", "C", "F", "C", "P", "N", "N", "C", "O", "C", "C", "O", "O", "H", "H", "H", "H", "H", "H", "H", "H", "H", "H", "H", "H", "H", "H", "H", "H", "H", "Mg"], "positions_angstrom": [[1.93, -2.48, -0.15], [0.52, -1.91, 0.24], [-0.34, -2.76, 0.89], [0.11, -0.37, -0.13], [0.28, -0.31, -1.67], [-0.50, 0.77, -2.37], [0.14, 1.96, -2.31], [-1.19, 0.12, 0.48], [-2.86, -0.43, -0.01], [-3.70, 0.92, 0.08], [-0.96, -0.13, 1.91], [0.39, 0.32, 2.14], [0.84, 0.59, 3.16], [1.13, 0.43, 0.77], [1.25, 1.92, 0.46], [2.32, 2.23, -0.35], [3.46, 1.66, 0.24], [1.90, -3.54, -0.30], [2.38, -1.96, -0.97], [2.58, -2.28, 0.71], [-1.16, -2.80, 0.39], [0.06, -1.29, -2.09], [1.32, -0.13, -1.86], [-1.52, 0.91, -2.01], [-0.58, 0.50, -3.42], [-1.33, 1.22, 0.46], [-3.40, -1.34, 0.93], [-2.85, -0.98, -1.30], [-4.10, 1.19, -0.81], [-1.68, 0.25, 2.52], [2.05, -0.06, 1.01], [0.37, 2.27, -0.07], [1.28, 2.49, 1.39], [3.91, 1.30, -0.54], [-2.06, 1.75, 2.57]]}



Record 5
{"formula": "C8H17CeClINOP", "method": "ωB97M-V/def2-TZVPD", "orbital_gap_ha": [0.132, 0.131], "total_charge": 3, "homo_energy_ev": [-20.04, -20.04], "species": ["C", "I", "H", "H", "H", "Ce", "P", "C", "C", "H", "H", "H", "C", "H", "H", "H", "H", "H", "H", "C", "O", "Cl", "C", "C", "C", "N", "H", "H", "H", "H", "H"], "positions_angstrom": [[0.15, 0.17, -2.21], [-0.32, -0.23, 2.88], [1.23, 0.38, -2.37], [-0.47, 1.03, -2.49], [-0.17, -0.75, -2.64], [0.14, 0.22, 0.08], [0.34, -2.53, -0.08], [-1.23, -3.31, -0.04], [1.26, -3.00, -1.50], [2.09, -2.31, 1.60], [1.65, -4.00, 1.12], [0.60, -3.05, 2.24], [1.26, -3.01, 1.37], [2.18, -2.41, -1.61], [1.50, -4.05, -1.33], [-1.01, -4.38, -0.05], [-1.84, -3.05, -0.93], [0.66, -2.88, -2.41], [-1.79, -3.04, 0.86], [-1.96, -0.13, -0.14], [-3.12, -0.21, -0.25], [2.54, 0.18, 0.06], [-1.15, 5.48, 1.34], [0.13, 4.91, 0.64], [-0.02, 3.49, 0.40], [-0.13, 2.41, 0.20], [-2.00, 5.32, 0.69], [-1.02, 6.53, 1.52], [-1.30, 4.96, 2.27], [0.29, 5.43, -0.30], [0.99, 5.07, 1.30]]}



Record 6
{"formula": "C8H17ClF3O8P2", "method": "ωB97M-V/def2-TZVPD", "orbital_gap_ha": 0.286, "total_charge": 1, "homo_energy_ev": -12.21, "species": ["O", "P", "Cl", "P", "C", "O", "C", "F", "F", "F", "H", "H", "H", "H", "H", "C", "O", "C", "O", "O", "C", "H", "H", "H", "H", "H", "H", "C", "O", "C", "O", "O", "C", "H", "H", "H", "H", "H", "H"], "positions_angstrom": [[7.38, -1.45, 3.59], [6.45, -0.41, 2.78], [5.85, 0.88, 4.21], [4.55, -1.67, 2.67], [2.98, -0.69, 2.76], [2.78, -0.07, 4.00], [2.36, -0.86, 5.05], [1.92, -0.09, 5.99], [3.40, -1.60, 5.53], [1.42, -1.73, 4.66], [6.94, -2.12, 4.13], [4.55, -2.70, 3.62], [4.57, -2.25, 1.41], [2.16, -1.33, 2.44], [3.09, 0.10, 2.02], [-0.59, -0.46, -2.16], [-0.29, -0.92, -0.83], [-0.87, -0.20, 0.13], [-1.56, 0.76, -0.02], [-0.53, -0.74, 1.31], [-1.08, -0.05, 2.45], [-0.07, -1.13, -2.83], [-1.66, -0.51, -2.35], [-0.24, 0.56, -2.30], [-2.16, -0.05, 2.43], [-0.71, 0.97, 2.48], [-0.72, -0.60, 3.32], [-3.72, 1.17, -6.96], [-3.49, 0.79, -5.60], [-4.16, 1.53, -4.71], [-4.89, 2.45, -4.96], [-3.86, 1.07, -3.49], [-4.51, 1.78, -2.43], [-3.13, 0.48, -7.56], [-4.77, 1.06, -7.22], [-3.40, 2.19, -7.13], [-5.59, 1.71, -2.51], [-4.21, 2.83, -2.42], [-4.17, 1.31, -1.51]]}



Number 1: calculated total energy -787.7387 a.u.. Number 2: calculated total energy -2639.6821 a.u.. Number 3: calculated total energy -3631.1503 a.u.. Number 4: calculated total energy -1390.7830 a.u.. Number 5: calculated total energy -2018.0540 a.u.. Number 6: calculated total energy -2359.2259 a.u..